# 1
The following is a DFT calculation (wB97M-V/def2-TZVPD) of C34H44BClHfN5O6Se4Te as an isolated structure at a distorted geometry.

Atoms and positions in Å:
Hf -0.7274 -1.3621 2.2940
Se -1.3461 -3.4744 4.1498
Se 0.8427 -2.6951 4.1974
Te 0.6084 -0.4812 5.4350
Se 0.5325 1.1354 3.5644
O 2.8393 -1.0006 2.6078
C 2.4828 -1.3224 1.5010
N 1.1880 -1.3087 0.9631
C 1.2366 -1.8792 -0.2870
O 0.2949 -2.1042 -1.0257
C 2.6571 -2.2360 -0.6213
C 3.2011 -2.8290 -1.7433
C 4.5740 -3.0597 -1.7325
C 5.3526 -2.7113 -0.6262
C 4.7809 -2.1220 0.4985
C 3.4199 -1.8964 0.4653
H 2.5792 -3.1035 -2.5865
H 5.0482 -3.5216 -2.5896
H 6.4169 -2.9110 -0.6444
H 5.3676 -1.8608 1.3697
C 1.6228 -5.3099 1.5877
C 0.2928 -4.7575 1.1338
C -0.6036 -5.5804 0.2681
O -0.0217 -3.6476 1.5137
H 1.7498 -6.3630 1.3472
H 1.7096 -5.1545 2.6640
H 2.4176 -4.7322 1.1077
H -0.1859 -6.5608 0.0510
H -0.8064 -5.0431 -0.6581
H -1.5634 -5.6808 0.7805
C -5.0430 -1.0854 5.7613
C -4.6292 -0.3521 4.4927
C -5.8141 -0.2581 3.5381
O -3.6263 -1.1370 3.8353
B -2.5630 -0.3335 3.4149
O -2.7832 0.9670 3.8540
C -3.9088 1.0154 4.7434
C -4.7323 2.2447 4.3943
C -3.3396 1.1670 6.1506
H -5.6566 -1.9489 5.5004
H -5.6253 -0.4385 6.4219
H -4.1673 -1.4476 6.2965
H -6.1449 -1.2700 3.3018
H -5.5250 0.2209 2.6023
H -6.6499 0.2901 3.9788
H -5.0595 2.2274 3.3567
H -4.1164 3.1333 4.5406
H -5.6110 2.3240 5.0396
H -2.8035 0.2690 6.4572
H -4.1174 1.3891 6.8843
H -2.6202 1.9869 6.1342
C 1.5061 0.5774 -2.6698
C 0.5156 0.8269 -3.8141
C -0.3136 -0.4427 -4.0562
C 1.3462 1.0635 -5.0835
C -0.4222 2.0514 -3.5179
O -1.1144 2.4433 -4.7133
C 0.2898 3.2609 -2.8855
C 1.2250 4.1148 -3.7729
C 2.6686 4.1208 -3.3237
C 2.9962 4.4059 -1.9988
C 4.3126 4.4195 -1.5692
C 5.3217 4.1486 -2.4791
Cl 6.9827 4.1613 -1.9489
C 5.0318 3.8712 -3.8008
C 3.7055 3.8621 -4.2122
C -1.6293 1.7000 -2.6192
N -1.3568 1.4355 -1.2192
C -1.3385 0.2571 -0.6059
N -1.0615 0.4265 0.6789
C -0.9428 1.7781 0.7965
N -1.1232 2.4313 -0.3245
H 2.0326 -0.3609 -2.8528
H 1.0208 0.4870 -1.6990
H 2.2573 1.3680 -2.6060
H 0.3105 -1.1973 -4.5380
H -1.1610 -0.2431 -4.7159
H -0.6777 -0.8936 -3.1335
H 1.9400 0.1691 -5.2814
H 2.0481 1.8876 -4.9732
H 0.7177 1.2357 -5.9597
H -0.5020 2.9254 -5.2751
H 0.8395 2.9077 -2.0162
H -0.4913 3.9093 -2.4891
H 0.8590 5.1437 -3.7507
H 1.2022 3.8184 -4.8236
H 2.2090 4.6120 -1.2827
H 4.5563 4.6341 -0.5380
H 5.8313 3.6625 -4.4982
H 3.4805 3.6505 -5.2511
H -2.1517 0.8303 -3.0092
H -2.3092 2.5484 -2.6746
H -1.5075 -0.6859 -1.0931
H -0.7455 2.2630 1.7361
Se -2.9358 -2.2200 0.7695
C -2.5152 -3.0851 -0.8046
N -2.3315 -3.6706 -1.7849

Results
Orbital gap (eV): 6.24
Net charge: -1
HOMO energy (eV): -4.15
LUMO level (eV): 2.1

***

# 2
The following is a DFT calculation (wB97M-V/def2-TZVPD) of C34H45BN14O5SW as an isolated structure at a distorted geometry.

Atoms and positions in Å:
W -0.9923 0.4850 0.2247
C -5.3490 -2.9153 1.0317
N -4.2735 -2.2814 0.3001
C -4.2864 -2.5237 -1.1272
C -3.4237 -1.4383 0.8500
O -2.5823 -0.7258 0.1969
C -3.3573 -1.2164 2.3584
O -2.0595 -0.7116 2.6569
C -1.0731 -1.7261 2.8317
C 0.2896 -1.0773 0.9643
O 0.2509 -0.9699 -0.3335
N 2.1458 -1.8370 2.1988
C 2.9326 -2.6893 0.0335
C 2.3641 -1.9229 3.6183
H -5.6478 -3.8169 0.5008
H -5.0604 -3.1923 2.0413
H -6.2148 -2.2528 1.0863
H -4.3705 -3.5956 -1.3024
H -5.1371 -2.0261 -1.5953
H -3.3734 -2.1561 -1.5865
H -4.0816 -0.4551 2.6729
H -3.5438 -2.1254 2.9371
H -0.3290 -1.2645 3.4962
H -1.4966 -2.6111 3.3165
H 2.2054 -2.1959 -0.6079
H 3.7965 -2.0454 0.1760
H 3.2611 -3.6057 -0.4480
H 2.0033 -1.0211 4.1024
H 1.8482 -2.7875 4.0466
H 3.4297 -2.0297 3.8332
C -1.3647 -4.3532 0.9888
C -0.1973 -3.4635 1.2632
C 1.0716 -3.8604 1.1836
C 2.3176 -3.0344 1.3966
N 1.4842 -0.7639 1.6713
N -0.5158 -2.0968 1.5549
B 2.0372 0.6699 1.4857
N 1.9015 1.0407 -0.0106
C 2.8121 1.0801 -0.9891
C 2.3022 1.8268 -2.0315
C 1.0260 2.2162 -1.6279
C 0.1365 3.1974 -2.3053
N 0.7655 1.6962 -0.4050
N 1.0196 1.6064 2.2200
C 1.2235 2.6128 3.0788
C 0.0031 3.0609 3.5470
C -0.9478 2.2709 2.9072
C -2.4108 2.2163 3.1634
N -0.3280 1.4090 2.0641
N 3.4426 0.8431 1.9816
C 3.9022 1.0116 3.2621
C 5.2522 1.1978 3.2094
C 5.5823 1.1025 1.8279
C 6.9077 1.2331 1.2020
N 4.4779 0.8800 1.1330
H -1.0309 -5.3735 0.8300
H -1.8663 -4.0118 0.0834
H -2.0760 -4.3552 1.8127
H 1.2715 -4.8806 0.8961
H 3.0311 -3.6488 1.9547
H 3.7784 0.6363 -0.8610
H 2.8017 2.0855 -2.9430
H 0.7471 4.0057 -2.7033
H -0.5688 3.6220 -1.5931
H -0.4100 2.7515 -3.1355
H 2.2041 2.9648 3.3261
H -0.1737 3.8516 4.2480
H -2.8127 3.2161 3.3154
H -2.5880 1.6634 4.0876
H -2.9364 1.7090 2.3485
H 3.2462 0.9908 4.1065
H 5.9332 1.3643 4.0164
H 7.6866 0.8639 1.8661
H 7.1321 2.2863 1.0135
H 6.9442 0.7141 0.2483
N 1.8262 1.1495 -7.1289
C 0.9850 0.7578 -6.1628
C -0.3720 1.1631 -6.1853
C -1.2335 0.7610 -5.1921
C -0.7634 -0.0518 -4.1684
C 0.5709 -0.4351 -4.0949
C 1.4404 -0.0441 -5.0872
S -1.8489 -0.4828 -2.8439
O -3.2304 -0.3897 -3.1799
O -1.4190 -1.6645 -2.1434
N -1.4791 0.7148 -1.7282
C -2.3222 1.7442 -1.5312
N -2.2754 2.1234 -0.1906
C -2.9128 3.2961 0.0763
C -3.6475 3.9662 -0.8811
C -3.7267 3.4055 -2.1530
N -3.0251 2.3219 -2.4691
H 1.4975 1.6973 -7.9101
H 2.7809 0.8242 -7.1555
H -0.7240 1.7775 -6.9998
H -2.2723 1.0511 -5.1874
H 0.8885 -1.0471 -3.2637
H 2.4733 -0.3575 -5.0662
H -2.8292 3.6860 1.0791
H -4.1468 4.8898 -0.6450
H -4.3243 3.8191 -2.9497

Results
<S²>: 0.7616
Orbital gap (spin up / spin down) (eV): 3.89 / 3.93
2S+1: 2
Net charge: +3
HOMO energy (spin up / spin down) (eV): -14.49 / -14.49
LUMO level (spin up / spin down) (eV): -10.6 / -10.6

***

# 3
The following is a DFT calculation (wB97M-V/def2-TZVPD) of C34H45BiBr2N10O as an isolated structure.

Atoms and positions in Å:
Bi 0.0736 -0.2897 -0.2938
C -3.6226 0.3348 2.6150
C -2.6299 -0.2061 1.6495
N -1.5115 0.3530 1.3702
N -1.2058 1.5441 2.0083
C 0.0440 1.8711 1.8563
O 0.8997 1.1451 1.1614
C 0.5314 3.1232 2.4575
C -0.3754 4.1212 2.8188
C 0.0788 5.2943 3.3973
C 1.4361 5.4716 3.6333
C 2.3415 4.4768 3.2878
C 1.8925 3.3093 2.6949
C -2.8145 -1.6099 1.0890
C -4.2281 -2.1082 1.1398
C -4.8164 -2.6427 0.0758
C -4.0899 -2.7972 -1.1849
C -2.8101 -2.4551 -1.2897
N -2.1256 -1.7773 -0.2356
H -3.3809 1.3525 2.8999
H -3.6255 -0.2791 3.5221
H -4.6278 0.2698 2.1965
H -1.4338 3.9660 2.6596
H -0.6234 6.0673 3.6772
H 1.7876 6.3830 4.0978
H 3.3936 4.6138 3.4977
H 2.5945 2.5224 2.4509
H -4.7358 -2.0682 2.0946
H -5.8290 -3.0164 0.1412
H -4.5928 -3.2240 -2.0417
H -2.2257 -2.5872 -2.1889
Br -2.4076 -6.6948 2.0204
C -1.8363 -4.9892 1.5257
C -2.2222 -3.8854 2.1541
C -1.7307 -2.5420 1.7340
N -0.9766 -2.4873 0.4275
C -0.5347 -3.7384 -0.1480
C -0.9267 -4.8993 0.3866
C 0.2711 -3.6321 -1.3829
C 0.8748 -4.7357 -1.9775
C 1.4983 -4.5785 -3.2077
Br 2.3043 -6.0300 -4.0435
C 1.5018 -3.3200 -3.8119
C 0.9165 -2.2775 -3.1299
N 0.3221 -2.4118 -1.9350
H -2.8833 -3.9198 3.0107
H -1.1611 -2.0705 2.5394
H -0.5821 -5.8306 -0.0401
H 0.8574 -5.7106 -1.5139
H 1.9500 -3.1686 -4.7836
H 0.9156 -1.2808 -3.5598
N 6.4561 0.1173 0.5292
C 5.1161 0.8544 0.4622
C 4.0114 0.0310 1.1193
C 3.5288 -1.1771 0.3021
N 2.1042 -1.4775 0.6553
C 3.6844 -0.9618 -1.2051
C 3.6232 0.5041 -1.6192
N 2.3010 1.1093 -1.3104
C 4.8075 1.2628 -0.9930
H 6.6909 -0.1482 1.4909
H 7.2161 0.7170 0.1914
H 6.4736 -0.7328 -0.0400
H 5.2959 1.7402 1.0693
H 3.1742 0.7187 1.2627
H 4.3073 -0.2763 2.1260
H 4.1117 -2.0578 0.5855
H 1.9860 -1.3643 1.6626
H 1.9348 -2.4651 0.4689
H 2.9404 -1.5529 -1.7406
H 4.6487 -1.3636 -1.5323
H 3.7399 0.5512 -2.7015
H 2.0890 1.7975 -2.0264
H 2.3192 1.6253 -0.4335
H 4.6211 2.3368 -1.0238
H 5.6894 1.1063 -1.6200
N -4.2255 3.3949 -1.8992
C -4.0109 2.1607 -2.7369
C -3.0352 1.2218 -2.0359
N -1.7562 1.8532 -1.6908
C -1.9874 3.0644 -0.8886
C -2.9203 4.0668 -1.5565
H -4.7217 3.1479 -1.0388
H -4.8359 4.0506 -2.3952
H -3.6210 2.5066 -3.6946
H -4.9812 1.6956 -2.9034
H -2.8666 0.3635 -2.6862
H -3.4819 0.8335 -1.1143
H -1.2699 2.1085 -2.5472
H -1.0397 3.5665 -0.6915
H -2.3828 2.7606 0.0849
H -2.5142 4.4397 -2.4972
H -3.1399 4.9153 -0.9105

Results
Orbital gap (eV): 7.22
Net charge: +4
HOMO energy (eV): -17.45
LUMO level (eV): -10.2